Formula: C24H26F6N5O4S2Tm
Source: OMol25
Level of theory: ωB97M-V/def2-TZVPD

Calculated values
* DFT total energy: -108456.842 eV
* <S²>: 2.00
* strongest force on any atom: 1.12 eV/Å
* energy relative to the best compared isomer or geometry (same formula, charge and spin): 0.00 kcal per mole
* HOMO (spin up / spin down): -7.17 / -7.18 eV
* gap between HOMO and LUMO (spin up / spin down): 7.4 / 7.5 eV

Structure (ORCA input):
```
! RIJCOSX wB97M-V def2-TZVPD def2/J DEFGRID3
* xyz 0 3
Tm 0.01 0.36 -0.49
C 3.48 3.21 -1.66
C 3.51 1.72 -1.28
C 2.67 0.85 -2.24
N 1.97 -0.23 -1.56
C 2.48 -1.44 -1.46
C 3.75 -1.79 -1.99
C 4.42 -2.98 -2.09
C 4.07 -4.26 -1.65
C 2.95 -4.56 -0.91
C 1.93 -3.74 -0.45
C 1.64 -2.38 -0.64
N 0.59 -1.78 -0.10
C -0.16 -2.36 1.00
C 0.48 -1.90 2.32
C 0.05 -0.51 2.79
N 0.27 0.58 1.83
C 0.46 1.81 2.29
C 0.75 2.11 3.64
C 0.70 3.27 4.38
C 0.29 4.55 4.01
C -0.02 4.92 2.72
C 0.09 4.21 1.54
C 0.46 2.88 1.25
N 0.74 2.45 0.02
C 0.97 3.42 -1.05
C 2.38 4.03 -0.97
H 3.36 3.30 -2.75
H 4.44 3.67 -1.43
H 3.12 1.60 -0.27
H 4.53 1.35 -1.26
H 3.31 0.48 -3.05
H 1.92 1.46 -2.73
H 4.30 -0.95 -2.40
H 5.38 -2.91 -2.60
H 4.76 -5.06 -1.88
H 2.84 -5.60 -0.62
H 1.21 -4.26 0.16
H -0.22 -3.45 0.96
H -1.19 -2.00 0.97
H 1.57 -1.95 2.21
H 0.21 -2.60 3.12
H 0.56 -0.34 3.73
H -1.02 -0.53 3.02
H 1.06 1.26 4.23
H 0.98 3.15 5.42
H 0.22 5.30 4.79
H -0.36 5.94 2.59
H -0.14 4.80 0.66
H 0.21 4.21 -1.05
H 0.83 2.92 -2.01
H 2.63 4.17 0.08
H 2.36 5.03 -1.42
F -4.26 2.46 0.87
C -4.49 1.82 -0.27
F -5.29 0.78 -0.05
F -5.05 2.64 -1.15
S -2.86 1.26 -0.92
O -2.29 0.33 0.08
O -2.04 2.43 -1.11
N -3.28 0.53 -2.25
S -2.12 0.00 -3.18
O -2.38 0.17 -4.57
O -0.81 0.43 -2.68
C -2.12 -1.82 -2.89
F -3.22 -2.35 -3.41
F -1.05 -2.37 -3.45
F -2.10 -2.07 -1.57
*
```